Molecular formula: C4H4S
Method: DFT, the ωB97M-V functional and the def2-TZVPD basis

Results
Orbital gap   0.3206 Eh
SMILES string   Cc1cc1=S
LUMO   0.734 eV

```
! RIJCOSX wB97M-V def2-TZVPD def2/J DEFGRID3
* xyz 0 1
C -0.61 -1.29 -0.34
C -0.04 -0.10 0.03
C -1.51 -0.18 -0.06
C 1.17 0.69 0.23
S -2.99 0.42 0.28
H -0.37 -2.27 -0.79
H 0.82 1.70 0.11
H 1.76 0.36 -0.60
H 1.77 0.69 1.14
*
```

Molecular formula: C22H32N4O5OsSSi2
Method: DFT, the ωB97M-V functional and the def2-TZVPD basis

Results
Orbital gap (alpha / beta)   0.2229 / 0.2058 Eh
LUMO (alpha / beta)   -1.691 / -2.108 eV

```
! RIJCOSX wB97M-V def2-TZVPD def2/J DEFGRID3
* xyz 0 1
Os -0.80 0.06 -0.48
C -1.04 -1.85 4.93
C -2.35 -1.48 4.25
N -2.30 -0.16 3.65
C -2.10 0.10 2.36
S -2.18 -1.18 1.18
N -1.93 1.35 2.01
N -1.68 1.52 0.70
C -1.96 2.68 0.17
C -2.52 3.82 0.95
C -1.74 2.77 -1.25
C -1.86 3.96 -1.97
C -1.68 3.94 -3.34
C -1.41 2.73 -3.97
C -1.27 1.60 -3.20
N -1.42 1.61 -1.87
H -1.13 -2.81 5.43
H -0.76 -1.10 5.67
H -0.23 -1.92 4.19
H -3.16 -1.50 4.98
H -2.59 -2.20 3.47
H -2.22 0.64 4.27
H -2.71 3.51 1.97
H -3.45 4.18 0.50
H -1.80 4.65 0.96
H -2.07 4.88 -1.45
H -1.74 4.85 -3.92
H -1.30 2.66 -5.04
H -1.04 0.64 -3.65
O -0.53 -2.89 -6.04
C -0.61 -2.54 -4.90
C -1.87 -2.58 -4.04
O -2.87 -3.21 -4.26
C -1.56 -1.74 -2.85
C -0.17 -1.46 -2.86
O 0.34 -0.81 -1.85
C 0.49 -1.90 -4.07
O 1.65 -1.76 -4.40
O -2.31 -1.29 -1.95
C 2.73 -2.19 2.25
Si 1.48 -2.12 0.82
C 0.18 -3.43 1.23
C 2.30 -2.75 -0.76
C 0.87 -0.30 0.75
Si 2.23 0.95 0.23
C 3.48 1.07 1.65
C 3.17 0.66 -1.38
C 1.45 2.67 0.08
H 2.73 -3.19 2.69
H 2.51 -1.48 3.04
H 3.75 -1.99 1.90
H 0.66 -4.42 1.20
H -0.63 -3.43 0.51
H -0.25 -3.31 2.23
H 2.99 -3.56 -0.50
H 2.86 -1.99 -1.30
H 1.56 -3.15 -1.44
H 0.58 -0.01 1.76
H 4.12 0.19 1.70
H 2.98 1.18 2.61
H 4.12 1.94 1.49
H 3.81 -0.23 -1.35
H 3.81 1.52 -1.56
H 2.50 0.55 -2.23
H 0.74 2.87 0.89
H 0.92 2.78 -0.87
H 2.22 3.44 0.11
*
```

Table of energy relative to the best compared isomer or geometry (same formula, charge and spin) (kJ/mol), in record order: 247.3; 19.5